DFT (wB97M-V/def2-TZVPD) results for C27H22AsN4O9SZn as an isolated structure in a non-equilibrium geometry.

Output
* ΔE to the lowest compared entry with this formula, charge and spin: 144.88 kJ/mol
* E_tot: -172832.67926 eV
* HOMO level: -4.89 eV
* frontier orbital gap: 6.6209 eV

Structure (ORCA input):
```
! RIJCOSX wB97M-V def2-TZVPD def2/J DEFGRID3
* xyz -1 1
As 10.539 11.566 11.405
H 10.108 12.290 8.590
H 9.954 20.998 10.788
H 12.777 15.730 14.547
C 9.481 7.760 12.891
C 9.553 8.879 12.055
C 7.923 11.036 9.746
H 12.094 14.335 12.471
O 9.651 15.785 14.620
O 8.589 16.901 11.919
Zn 9.476 15.265 12.463
H 11.701 9.012 6.195
C 10.860 15.826 14.959
H 8.700 7.016 12.762
H 10.768 11.322 6.358
H 9.737 17.758 16.015
C 8.570 11.579 10.880
N 9.751 20.547 8.051
O 9.647 14.912 10.397
C 9.805 19.990 10.364
N 11.880 15.330 14.223
H 5.016 12.772 9.884
H 9.336 17.793 7.735
C 10.683 11.335 8.466
C 6.628 11.396 9.442
C 11.517 9.649 13.325
N 9.912 19.282 12.729
H 5.953 13.377 12.129
C 9.185 17.646 11.072
C 10.467 9.884 12.381
H 12.075 16.033 12.256
C 10.452 7.528 13.868
C 5.955 12.334 10.206
H 12.283 10.418 13.542
H 10.968 18.149 17.152
C 11.003 10.755 7.253
C 9.190 15.693 9.433
C 9.333 17.212 9.746
C 11.119 10.709 9.627
C 11.606 9.476 7.174
S 8.817 13.171 12.995
C 7.904 12.520 11.669
C 11.505 8.473 14.020
C 6.548 12.843 11.354
H 8.835 9.049 11.285
C 9.706 19.524 9.075
C 11.761 9.463 9.610
H 6.245 10.947 8.527
C 9.652 18.966 11.331
H 12.289 8.262 14.729
H 9.888 16.648 17.501
O 11.361 16.429 16.043
C 12.028 8.828 8.395
H 12.092 9.038 10.544
O 8.726 15.262 8.356
C 10.406 17.309 16.722
N 11.657 15.231 12.829
H 12.501 7.844 8.442
C 9.439 18.144 8.731
O 10.281 18.406 13.533
O 9.456 20.155 6.919
O 9.841 20.487 13.051
H 10.354 6.660 14.474
H 8.433 10.338 9.076
O 10.079 21.732 8.343
*
```

***

DFT (wB97M-V/def2-TZVPD) results for C27H22Cl3IrN4O2SSb as an isolated structure.

Output
* ΔE to the lowest compared entry with this formula, charge and spin: 21.63 kJ/mol
* E_tot: -96181.50391 eV
* HOMO level (alpha / beta): -10.40 / -10.94 eV
* frontier orbital gap (alpha / beta): 7.8712 / 6.2662 eV

Structure (ORCA input):
```
! RIJCOSX wB97M-V def2-TZVPD def2/J DEFGRID3
* xyz 1 5
C 2.007 -2.798 -0.233
H 0.383 -2.469 2.926
N 0.661 0.419 -1.847
H 2.855 -1.189 0.912
C -3.691 -1.739 0.612
H 1.509 -5.447 -2.277
O -1.415 0.961 0.771
H -0.449 2.493 -4.875
H -3.256 -2.810 3.788
S 1.384 1.870 0.884
Cl -0.437 2.743 4.379
C -1.694 -2.271 2.420
C -0.130 1.888 -4.035
H 3.158 -4.558 -0.637
C -1.014 1.000 -3.433
C -1.395 4.013 -1.191
N 0.888 -0.164 2.930
H 4.005 -2.462 0.476
C -0.241 1.073 4.917
C -0.664 5.148 -1.492
H 3.396 2.203 -2.005
C 2.978 1.196 -2.002
C 0.486 3.070 -0.023
C 1.218 4.226 -0.332
H -5.074 -2.248 2.182
N 0.895 -2.098 -0.499
C -0.018 -2.564 -1.390
H -2.026 0.883 -3.798
H 2.245 4.301 0.008
C -4.034 -2.138 1.901
C 2.251 -4.016 -0.868
C 1.167 1.965 -3.567
C -2.354 -1.566 0.319
C 0.437 0.341 3.852
C -0.848 2.967 -0.451
H -0.694 -2.333 4.333
C 0.186 -3.766 -2.036
H 2.821 -2.744 1.748
Sb -1.840 -1.414 -1.777
C 1.553 1.199 -2.468
H -2.421 3.905 -1.518
H 1.236 6.137 -1.286
Cl 0.727 0.999 6.393
C -0.591 -2.737 3.324
O -2.747 1.610 -0.869
C -1.753 1.784 -0.182
C -0.573 0.275 -2.342
Cl -1.818 0.312 5.175
C -3.029 -2.434 2.798
H 1.893 2.613 -4.042
H -4.450 -1.561 -0.139
N -1.382 -1.773 1.219
H -0.643 -3.825 3.404
C 1.337 -4.504 -1.773
C 2.977 -2.262 0.779
H -0.547 -4.128 -2.745
H -1.118 5.952 -2.057
Ir 0.397 -0.145 0.496
H 3.571 0.590 -2.692
H 3.071 0.776 -1.006
C 0.652 5.254 -1.059
*
```

***

DFT (wB97M-V/def2-TZVPD) results for C27H22F3N5O3PbS2 as an isolated structure.

Output
* ΔE to the lowest compared entry with this formula, charge and spin: 48.39 kJ/mol
* E_tot: -77021.15393 eV
* HOMO level: -7.97 eV
* frontier orbital gap: 7.5687 eV

Structure (ORCA input):
```
! RIJCOSX wB97M-V def2-TZVPD def2/J DEFGRID3
* xyz 0 1
H -1.340 -2.808 2.690
C 4.228 1.096 -3.479
H -4.988 -2.336 -2.158
C -2.633 2.546 -0.696
H -4.110 -4.440 -1.194
H -3.514 3.777 -2.062
H 0.712 3.398 0.541
C 0.842 5.280 3.352
C 2.907 0.741 -1.506
C 0.288 -2.080 3.897
C -0.295 3.204 3.762
N -2.849 3.728 -1.314
O 1.636 -1.669 0.846
C -1.360 -3.435 -2.896
C -1.850 -2.251 -3.426
O -0.433 -2.687 0.036
H -2.437 4.562 -0.933
H 3.321 0.546 -5.348
C -0.738 -1.954 2.977
H 1.344 1.122 3.732
N -1.778 2.600 0.298
C -0.112 2.825 2.434
H 1.215 6.231 3.708
C 0.594 0.042 -1.713
C 0.168 4.430 4.215
H -3.541 -0.930 -3.574
S -3.528 1.196 -1.308
C -0.671 1.535 1.952
C 0.561 3.687 1.571
H -1.788 -5.145 -1.680
C 1.039 4.903 2.030
C 0.750 0.237 3.557
C 2.009 0.205 -3.698
H 5.148 1.432 -3.939
Pb -2.248 -0.746 0.097
C -3.151 -1.847 -3.151
N -0.445 -0.069 -1.243
C -3.474 -3.825 -1.818
H -1.221 -1.641 -4.063
S 1.028 -2.623 -0.051
F 1.063 -4.444 1.874
C -3.964 -2.635 -2.345
N -1.038 -0.803 2.391
H -0.819 2.542 4.441
C 4.090 1.143 -2.098
H -0.340 -3.736 -3.091
H 0.002 4.722 5.244
H 1.565 5.565 1.353
C 3.199 0.608 -4.275
O 1.552 -2.636 -1.395
N -1.467 1.454 0.936
F 2.804 -4.487 0.591
H 4.904 1.497 -1.480
H 1.197 -0.183 -4.297
C 1.860 0.302 -2.316
H 0.497 -3.036 4.355
H 1.879 -1.024 4.873
C 1.486 -4.288 0.608
C -2.174 -4.222 -2.093
C 1.049 -0.961 4.182
H 2.775 0.743 -0.432
C -0.315 0.287 2.663
F 0.910 -5.243 -0.134
*
```

***

DFT (wB97M-V/def2-TZVPD) results for one molecule with the formula C27H22N2O3 in a non-equilibrium geometry.

Output
* ΔE to the lowest compared entry with this formula, charge and spin: 340.94 kJ/mol
* E_tot: -37475.17547 eV
* HOMO level: -7.38 eV
* SMILES: CN(C)c1ccc(C2(Oc3ccccc3[N+](=O)[O-])c3ccccc3-c3ccccc32)cc1
* frontier orbital gap: 6.9053 eV

Structure (ORCA input):
```
! RIJCOSX wB97M-V def2-TZVPD def2/J DEFGRID3
* xyz 0 1
H 2.204 5.612 -0.556
H 3.641 1.569 0.904
H -3.992 -0.198 3.897
C -0.505 -0.171 -0.137
H 5.219 4.607 0.379
H -4.867 -0.969 -0.969
C -3.722 -0.844 -2.841
H 1.896 -0.100 1.034
C 1.309 3.063 -1.108
N 2.206 -3.178 0.689
H -4.695 -0.586 1.485
H -2.761 -4.735 0.883
H 5.443 3.536 -1.031
C -1.947 0.268 3.395
C -0.162 -2.622 0.259
H -2.281 -2.393 0.679
C -2.475 -0.551 -3.413
C -3.678 -0.312 1.775
C -1.542 -0.280 -1.239
C -3.269 -0.089 3.093
H -0.370 -0.072 -3.016
O 3.085 -4.077 0.648
C 0.353 2.048 -1.083
C -1.366 0.025 1.100
C 3.170 5.235 -0.913
H 0.065 0.595 2.569
H 3.967 5.881 -0.532
C -1.727 -4.433 0.692
H 3.170 5.267 -2.012
O 2.459 -2.039 1.115
C -3.914 -0.762 -1.458
O 0.261 -1.368 -0.052
H 5.017 2.842 0.553
C -2.717 -0.189 0.776
C -1.357 -0.278 -2.603
C -2.816 -0.413 -0.675
N 3.458 3.911 -0.404
H -1.657 0.503 4.419
H -0.933 -6.441 0.641
C 2.726 1.724 0.341
C 0.883 -3.589 0.314
C 0.535 0.913 -0.289
H -0.548 2.139 -1.694
C 0.603 -4.962 0.351
H 1.140 3.971 -1.684
C 4.860 3.694 -0.109
H -2.358 -0.529 -4.499
C -0.708 -5.382 0.561
H -4.554 -1.124 -3.488
C 2.526 2.914 -0.396
C -0.973 0.321 2.383
C 1.717 0.771 0.420
H 1.436 -5.653 0.310
C -1.452 -3.074 0.540
*
```

***

DFT (wB97M-V/def2-TZVPD) results for C27H23BrCsN4O5S as an isolated structure in a non-equilibrium geometry.

Output
* ΔE to the lowest compared entry with this formula, charge and spin: 81.50 kJ/mol
* E_tot: -126000.59124 eV
* HOMO level: -5.63 eV
* frontier orbital gap: 7.2162 eV

Structure (ORCA input):
```
! RIJCOSX wB97M-V def2-TZVPD def2/J DEFGRID3
* xyz -1 1
O -1.135 -2.892 1.852
C -0.135 -3.179 -2.511
C -1.768 -3.385 6.731
O -2.798 -6.433 0.375
H -2.408 -1.518 5.873
N 0.550 2.044 -0.557
H -3.442 -3.874 -2.157
C 0.375 -4.384 -2.031
Cs 0.001 -1.465 0.151
H -1.609 -6.318 5.055
H -2.452 -4.891 3.247
H -1.874 5.193 -1.495
C -1.539 -4.733 6.506
O -2.364 -7.730 -1.654
C -2.368 -4.005 -2.118
H -0.091 -6.329 -1.254
C -6.436 -4.093 1.477
C -1.514 -2.990 -2.535
C -2.263 -4.464 4.224
C 0.824 4.660 0.299
O -2.834 1.213 2.796
C -6.555 -3.379 2.665
H -1.346 2.549 -1.162
O -4.248 -6.163 -1.573
Br 2.993 1.148 0.299
H -3.112 -3.784 0.982
H -7.307 -4.557 1.031
H -4.212 -0.579 3.926
C -5.438 -2.791 3.232
C -5.197 -4.230 0.876
N -3.277 -0.861 3.678
H -5.547 -2.271 4.178
C -2.600 0.017 2.836
C -1.786 -5.267 5.246
H 2.800 4.035 0.928
C -4.189 -2.894 2.617
C -1.548 5.160 -0.455
C 1.865 3.761 0.463
C -0.367 4.249 -0.286
H -1.312 6.177 -0.142
H 1.664 -2.432 -3.098
C -2.496 -3.107 4.450
C 1.652 2.469 0.018
S -2.926 -6.525 -1.074
C -2.992 -2.234 3.304
H 1.449 -4.539 -2.001
H -1.920 -2.046 -2.885
H 0.372 -1.564 -3.635
H -2.390 4.811 0.145
C -2.239 -2.574 5.705
C -1.859 -5.207 -1.654
C -0.438 2.923 -0.701
H -7.518 -3.287 3.153
H -1.172 -5.366 7.304
C -4.076 -3.632 1.449
C -0.484 -5.385 -1.609
N -1.648 -0.661 2.097
C -1.810 -1.970 2.334
H 0.933 5.683 0.640
N 0.733 -2.115 -2.868
H -1.578 -2.956 7.708
H -5.069 -4.808 -0.031
*
```

***

DFT (wB97M-V/def2-TZVPD) results for C27H23BrCsN5O3 as an isolated structure in a non-equilibrium geometry.

Output
* E_tot: -112552.14312 eV
* HOMO level (alpha / beta): -1.49 / -3.85 eV
* frontier orbital gap (alpha / beta): 2.8330 / 5.1946 eV

Structure (ORCA input):
```
! RIJCOSX wB97M-V def2-TZVPD def2/J DEFGRID3
* xyz -1 2
H 3.638 -4.984 -0.055
H -2.605 1.816 -0.516
O 0.308 2.391 -1.713
Cs 1.230 0.749 -0.207
O 0.350 4.800 -1.939
C 5.065 5.726 4.156
H -4.149 -4.869 -2.636
H -3.673 -7.265 -2.911
H 5.516 4.714 1.717
C 2.212 -4.946 1.561
C 3.797 3.424 1.552
C -0.985 4.846 -2.007
H 0.835 -4.472 3.149
Br -0.087 -2.308 -1.120
H -3.722 2.843 -2.025
H -3.923 -2.817 -1.219
C -3.098 -6.680 -2.201
C 4.618 4.336 2.185
H 2.786 4.600 5.013
C 1.619 -2.727 2.246
H -0.602 -7.002 0.063
C -2.083 -7.290 -1.469
C -2.332 -0.710 -0.670
C -2.891 -3.118 -1.050
C 4.261 4.781 3.460
H 2.108 -6.017 1.644
C -3.373 -5.334 -2.040
C 1.499 -4.088 2.387
C -1.030 2.325 -1.858
C -2.626 -4.535 -1.149
C -1.647 -5.189 -0.368
C 3.051 -4.372 0.615
H -1.314 1.766 -2.779
H 1.084 -2.010 2.849
C -3.778 4.976 -2.183
H -1.109 -4.629 0.383
H 3.764 -2.502 -0.217
H -1.868 -8.344 -1.602
H -4.858 5.017 -2.259
C -1.638 6.073 -2.169
C -3.134 3.755 -2.033
C 2.348 3.365 3.302
H -1.030 6.968 -2.228
H -3.347 -0.483 -0.323
H 1.431 2.952 3.708
H 0.541 3.770 -1.832
N 5.714 6.489 4.718
N 2.424 -2.180 1.304
C -1.375 -6.534 -0.540
N -1.651 1.536 -0.729
H -3.503 7.098 -2.376
C -1.752 3.669 -1.934
O 2.492 -0.906 1.156
N -1.445 0.206 -0.893
C 3.090 4.274 4.029
H 4.038 3.060 0.559
C -3.018 6.136 -2.249
C -1.997 -2.080 -0.848
N 2.680 2.936 2.087
C 3.144 -3.005 0.508
*
```

***

DFT (wB97M-V/def2-TZVPD) results for C27H23BrN6SW as an isolated structure.

Output
* ΔE to the lowest compared entry with this formula, charge and spin: 7.57 kJ/mol
* E_tot: -120005.13990 eV
* HOMO level (alpha / beta): -12.63 / -12.67 eV
* frontier orbital gap (alpha / beta): 5.5021 / 5.8182 eV

Structure (ORCA input):
```
! RIJCOSX wB97M-V def2-TZVPD def2/J DEFGRID3
* xyz 2 3
C -0.623 4.913 1.763
C -6.280 -3.743 -1.504
C 1.975 -1.917 -0.462
H -2.038 -1.758 2.266
N -4.228 -2.319 -1.065
C -0.544 -0.421 1.537
C -1.099 5.418 0.607
N -0.441 4.776 -0.429
C -5.238 -3.203 -0.744
H 0.895 -1.864 -0.492
C 6.072 2.835 0.322
H -0.388 4.190 -2.433
H -0.001 -0.355 2.469
H -0.868 5.131 2.786
H 4.034 3.477 0.563
N 0.332 3.977 1.413
C -0.700 0.246 -0.672
C -5.915 -4.395 1.260
H -7.941 -5.058 -1.381
H -4.075 -1.903 -1.965
C -2.324 -1.287 0.188
H 7.952 1.840 0.030
C 4.760 -2.118 -0.346
C 2.592 -3.145 -0.643
H -1.708 5.293 -1.995
N 4.142 1.447 0.220
C -1.665 -1.200 1.419
H -0.297 0.842 -1.480
H 0.889 3.451 2.073
S 1.527 2.955 -0.895
C 6.877 1.731 0.085
C -5.047 -3.511 0.604
H -7.632 -5.619 0.989
C -0.656 5.067 -1.852
H -5.773 -4.638 2.304
H 1.997 -4.030 -0.824
C 4.156 -0.882 -0.206
H 6.486 3.824 0.456
H -2.264 -0.539 -1.854
C 4.919 0.367 -0.011
H 4.450 -4.208 -0.689
C 6.296 0.486 -0.086
H 6.909 -0.381 -0.280
H -0.043 5.915 -2.147
C 2.745 -0.765 -0.237
C -1.811 -0.537 -0.873
C -6.940 -4.932 0.524
H 5.834 -2.228 -0.287
N -3.947 -2.833 1.096
C 4.708 2.651 0.384
W 2.011 0.996 0.490
C 3.973 -3.244 -0.571
H -6.422 -3.501 -2.548
C -3.495 -2.146 0.082
C 0.436 3.902 0.080
N -0.041 0.303 0.506
C -7.118 -4.608 -0.843
Br 2.438 1.079 2.881
H -1.842 6.172 0.417
*
```

***

DFT (wB97M-V/def2-TZVPD) results for C27H23CdN5O2 as an isolated structure.

Output
* ΔE to the lowest compared entry with this formula, charge and spin: 34.08 kJ/mol
* E_tot: -44482.79577 eV
* HOMO level: -6.68 eV
* frontier orbital gap: 6.3227 eV

Structure (ORCA input):
```
! RIJCOSX wB97M-V def2-TZVPD def2/J DEFGRID3
* xyz 0 1
Cd -0.061 0.564 0.928
C 3.263 2.969 -2.235
C -2.155 4.092 -2.579
H -0.317 -3.169 3.448
C -1.395 -2.039 1.294
C -1.674 3.832 -1.318
H 0.793 0.672 -2.338
C -0.874 -3.896 2.873
C -1.663 -6.139 2.514
H -2.751 -4.051 0.072
H -2.881 -6.428 0.770
C -2.312 -5.720 1.359
C 1.115 -2.295 -0.547
C 1.214 2.206 3.353
C 2.410 2.029 -2.787
H 2.455 1.769 -3.835
C 3.143 3.281 -0.890
O -0.728 -1.261 2.057
C -1.716 2.540 -0.727
C 1.760 -4.032 -2.212
H -1.721 -7.175 2.825
H 0.785 1.387 3.918
H 4.013 3.457 -2.843
H 1.395 -4.934 -2.699
H -0.442 -5.543 4.173
N 1.399 -1.353 0.044
O -1.254 2.393 0.473
H -2.092 5.099 -2.975
N -1.749 -0.424 -0.186
C 0.698 -3.502 -1.251
C 2.170 2.634 -0.138
H -3.132 3.280 -4.331
H -3.204 -0.488 -1.609
N 1.377 1.707 -0.669
H -1.243 4.622 -0.714
C -2.297 1.504 -1.531
C -2.242 -4.394 0.962
H 2.654 4.970 1.194
C -2.736 3.077 -3.345
C -2.448 0.121 -1.104
H 3.805 4.000 -0.429
H 0.443 -4.237 -0.485
C 2.040 4.426 3.177
N -1.973 -1.738 0.146
N 1.434 1.974 2.059
C 2.268 4.189 1.833
C -1.517 -3.471 1.715
H 2.263 5.394 3.606
C -2.807 1.815 -2.801
C 1.510 3.414 3.959
H 2.679 -4.277 -1.682
C 1.955 2.945 1.303
C 1.485 1.415 -1.958
H 1.995 -3.298 -2.983
C -0.946 -5.223 3.270
H 1.311 3.554 5.012
H -3.271 1.014 -3.368
H -0.233 -3.256 -1.766
*
```